This record from the Open Molecules 2025 dataset describes a 8-piece molecular cluster, C32H85ClN7O13 overall at a distorted geometry. The level of theory is wB97M-V/def2-TZVPD.

Structure (XYZ):
```
138
C32H85ClN7O13, DFT wB97M-V/def2-TZVPD
Cl 0.3875 -0.4266 -0.7299
O 0.7732 0.8685 -0.2210
O -0.8694 -0.8076 -0.2490
O 0.3770 -0.5517 -2.1160
O 1.2755 -1.3932 -0.2275
C -1.6991 5.9971 5.8158
O -1.3367 6.3818 7.1763
C -0.7483 5.2905 7.9112
C 0.5784 4.6597 7.3340
N 0.6175 3.9719 6.0223
C 1.7233 3.0902 5.7816
C 1.5670 2.3458 4.4497
O 0.5942 1.3614 4.5119
C 0.2099 0.6438 3.2252
H -1.9746 4.9426 5.8011
H -0.8125 6.1344 5.1967
H -2.5739 6.4710 5.3707
H -1.5372 4.5465 8.0212
H -0.6560 5.8287 8.8546
H 0.8735 3.9753 8.1294
H 1.2573 5.5124 7.3245
H -0.2416 3.5635 5.6829
H 1.9253 2.4111 6.6099
H 2.6008 3.7367 5.7662
H 2.5721 2.0019 4.2057
H 1.2680 3.0331 3.6583
H 1.0212 0.3326 2.5672
H -0.5671 1.1625 2.6636
H -0.2292 -0.2692 3.6274
C 4.8894 3.0261 -3.5215
O 4.8249 1.6266 -2.9393
C 3.7437 0.8262 -3.3803
C 4.1000 -0.5424 -2.6222
N 3.3667 -1.6540 -3.2588
C 3.5699 -2.9636 -2.6509
C 4.9150 -3.7192 -2.9521
O 4.9722 -4.8778 -2.1960
C 5.2309 -4.7608 -0.7889
H 5.9519 3.1551 -3.7274
H 4.2970 3.7147 -2.9190
H 4.3840 3.1079 -4.4838
H 3.6583 0.8589 -4.4665
H 2.8574 1.3375 -3.0045
H 3.6957 -0.3596 -1.6266
H 5.1885 -0.5123 -2.6706
H 2.3654 -1.5262 -3.2926
H 2.7696 -3.5347 -3.1215
H 3.3774 -2.9662 -1.5780
H 5.7753 -3.0505 -2.9791
H 4.9537 -3.9748 -4.0110
H 4.4632 -4.2051 -0.2504
H 6.0467 -4.0562 -0.6273
H 5.5145 -5.6332 -0.2003
C 1.1867 -3.1022 3.4534
C 0.1494 -3.6894 2.4123
C -0.5540 -4.9543 2.9380
O 0.3441 -6.0891 2.9716
C 0.4947 -6.7623 1.7153
N -0.8861 -2.6732 2.1124
H 1.4929 -2.1268 3.0754
H 2.1437 -3.6207 3.5110
H 0.6591 -3.0370 4.4050
H 0.7185 -4.0498 1.5554
H -1.4824 -5.2147 2.4296
H -0.9107 -4.8272 3.9601
H 0.9217 -6.2020 0.8835
H -0.4559 -7.1999 1.4104
H 1.0615 -7.6820 1.8600
H -0.4447 -1.9211 1.6028
H -1.7217 -2.9677 1.6274
C -2.9650 1.9097 1.0720
C -3.6072 0.8284 1.9291
C -4.5199 1.2226 3.0072
O -3.7454 1.8241 4.1059
C -3.0747 1.0922 5.0265
N -4.3167 -0.0186 1.0387
H -2.5629 2.7546 1.6311
H -3.5697 2.2378 0.2266
H -2.0639 1.5683 0.5625
H -2.7131 0.2957 2.2529
H -5.0705 0.3746 3.4144
H -5.3315 1.8473 2.6342
H -2.4263 0.2927 4.6679
H -3.7833 0.7445 5.7782
H -2.3852 1.7399 5.5679
H -4.7825 -0.7641 1.5362
H -3.6975 -0.6408 0.5392
C -4.1323 0.1608 -2.3719
C -3.3604 -0.6368 -3.4032
C -2.4754 0.3175 -4.1068
O -1.6974 -0.4298 -5.0083
C -0.7615 0.5279 -5.5594
N -2.6438 -1.7798 -2.7340
H -4.7013 0.9390 -2.8804
H -3.5355 0.6394 -1.5954
H -5.0289 -0.3639 -2.0417
H -4.0206 -0.8901 -4.2328
H -1.8883 0.8871 -3.3864
H -3.0105 1.0549 -4.7052
H -0.0440 0.9812 -4.8754
H -1.2970 1.3382 -6.0543
H -0.1556 0.0160 -6.3071
H -1.6579 -1.5623 -2.7038
H -2.7836 -1.4908 -1.7763
C 0.6282 -5.0993 -1.6504
C -0.3364 -4.2825 -2.5253
C 0.1695 -4.2682 -3.9596
O -0.8277 -3.5922 -4.8415
C -0.2667 -3.2828 -6.1345
N -1.7163 -4.8038 -2.3462
H 0.8583 -6.1144 -1.9739
H 0.1828 -5.0698 -0.6559
H 1.6361 -4.7231 -1.4753
H -0.3829 -3.2552 -2.1640
H 0.4990 -5.2668 -4.2466
H 1.0538 -3.6500 -3.8047
H -1.0509 -2.7174 -6.6379
H -0.0809 -4.1848 -6.7175
H 0.6244 -2.6648 -6.2446
H -1.9092 -4.7192 -1.3585
H -1.6890 -5.8126 -2.3891
C -1.4183 5.9095 -2.6716
C -0.5083 4.7090 -3.0842
C 0.1099 4.0141 -1.8120
O 0.6628 4.8909 -0.7565
C 0.4898 4.4378 0.6027
N -1.2624 3.8129 -3.9378
H -1.5390 6.4512 -3.6097
H -0.9027 6.6005 -2.0047
H -2.4586 5.6395 -2.4902
H 0.2030 5.0876 -3.8183
H 0.7578 3.2326 -2.2090
H -0.7796 3.5054 -1.4404
H 0.9553 3.4706 0.7921
H -0.5409 4.5038 0.9513
H 0.7518 5.2000 1.3365
H -0.9029 2.8698 -3.8995
H -1.2049 4.1431 -4.8906
```

Calculated values
2S+1: 1
LUMO energy, eV: 2.43
Relative energy (zero: lowest compared OMol25 entry of this formula, charge and spin), kJ/mol: 0.0
Highest occupied orbital energy, eV: -6.334
Charge: -1
Max |F|, eV/A: 3.937
HOMO-LUMO gap, eV: 8.8

Löwdin population analysis, charges in e, atoms 1 to 99: 0.55, -0.35, -0.36, -0.33, -0.35, -0.09, -0.22, -0.20, -0.17, -0.08, -0.22, -0.26, -0.19, -0.02, 0.07, 0.08, 0.08, 0.11, 0.12, 0.10, 0.11, 0.09, 0.11, 0.11, 0.12, 0.12, 0.08, 0.07, 0.06, -0.04, -0.24, -0.21, -0.14, -0.06, -0.20, -0.23, -0.18, -0.09, 0.08, 0.08, 0.06, 0.11, 0.10, 0.11, 0.11, 0.08, 0.08, 0.10, 0.11, 0.12, 0.07, 0.08, 0.08, -0.03, -0.39, -0.19, -0.19, -0.11, 0.06, 0.05, 0.07, 0.07, 0.11, 0.11, 0.12, 0.06, 0.08, 0.08, 0.02, 0.06, -0.05, -0.48, -0.14, -0.18, -0.16, 0.05, 0.07, 0.07, 0.05, 0.12, 0.12, 0.13, 0.08, 0.08, 0.08, 0.07, 0.07, -0.08, -0.40, -0.28, -0.16, -0.10, 0.10, 0.08, 0.06, 0.08, 0.13, 0.11, 0.12



This record from the Open Molecules 2025 dataset describes a 8-piece molecular cluster, C32H86N6O10 overall at a distorted geometry. The level of theory is wB97M-V/def2-TZVPD.

Structure (XYZ):
```
134
C32H86N6O10, DFT wB97M-V/def2-TZVPD
C 2.4653 7.0052 -6.4181
O 3.2994 6.5507 -5.3824
C 2.6867 5.8760 -4.3415
C 3.7349 5.2368 -3.3849
C 4.4414 3.9766 -3.9289
N 3.2141 5.0929 -2.1106
H 3.0749 7.2895 -7.2759
H 1.8018 7.7724 -6.0188
H 1.8376 6.2592 -6.9054
H 1.9863 6.5621 -3.8653
H 2.0856 4.9979 -4.5776
H 4.4801 6.0081 -3.1904
H 3.8453 3.0660 -3.8683
H 5.3000 3.7610 -3.2930
H 4.7130 3.9765 -4.9845
H 2.6945 4.2357 -1.9867
H 2.7335 5.8842 -1.7067
C 2.3119 -3.8746 10.9692
O 3.5309 -3.2431 10.6320
C 3.7159 -3.4277 9.2403
C 4.6602 -2.4089 8.6200
C 4.2057 -0.9601 8.8483
N 4.8053 -2.7094 7.2190
H 1.9390 -3.6626 11.9712
H 2.5859 -4.8972 11.2285
H 1.4686 -3.8564 10.2788
H 4.0716 -4.4523 9.1319
H 2.8179 -3.3151 8.6328
H 5.6011 -2.6683 9.1052
H 3.1812 -0.8934 8.4822
H 4.9405 -0.2998 8.3877
H 4.1553 -0.6892 9.9029
H 4.9219 -3.7063 7.1060
H 5.6013 -2.3162 6.7375
C -1.0258 -7.7468 2.4416
O -2.4573 -7.8721 2.1312
C -3.0134 -6.8039 1.3973
C -3.2775 -5.4381 2.1709
C -4.2299 -5.5479 3.3404
N -3.9359 -4.4703 1.3642
H -0.9111 -8.7310 2.8957
H -0.8948 -6.8575 3.0582
H -0.3754 -7.4893 1.6057
H -2.5200 -6.7118 0.4297
H -3.9969 -7.0656 1.0070
H -2.3428 -5.0354 2.5610
H -3.7287 -6.0479 4.1692
H -5.0579 -6.2065 3.0782
H -4.5044 -4.5503 3.6832
H -3.7306 -3.5469 1.7180
H -3.6290 -4.4016 0.4044
C -5.1479 -3.7730 -3.9568
O -3.9199 -3.0990 -3.9401
C -3.4693 -2.3786 -5.0961
C -2.4681 -1.2451 -4.6008
C -1.8672 -0.4684 -5.7672
N -1.3678 -1.9147 -3.8503
H -5.4029 -4.3949 -3.0987
H -5.1831 -4.4158 -4.8364
H -5.9269 -3.0278 -4.1179
H -3.0069 -2.9652 -5.8899
H -4.2272 -1.8061 -5.6309
H -3.0616 -0.5741 -3.9799
H -2.6863 0.0629 -6.2518
H -1.3958 -1.0759 -6.5399
H -1.1288 0.2994 -5.5364
H -1.7211 -2.7619 -3.4289
H -0.6935 -2.3291 -4.4777
C -8.2893 2.3343 -2.5441
O -8.4402 2.0386 -3.9388
C -9.3534 0.8764 -4.1835
C -10.7818 1.4987 -4.4906
N -11.6011 0.4835 -5.1300
C -12.9037 0.8909 -5.6098
C -12.7984 1.2436 -7.0807
O -13.9474 1.2456 -7.7881
C -14.5777 -0.0424 -8.0125
H -9.2646 2.3288 -2.0575
H -7.9420 3.3488 -2.3484
H -7.5748 1.6662 -2.0632
H -9.4383 0.1033 -3.4198
H -9.0860 0.4407 -5.1461
H -10.5567 2.3382 -5.1484
H -11.3000 2.0293 -3.6918
H -11.7644 -0.2740 -4.4823
H -13.1934 1.8564 -5.1952
H -13.6720 0.1725 -5.3239
H -12.1141 0.5362 -7.5493
H -12.1867 2.1330 -7.2321
H -15.3605 0.0642 -8.7635
H -15.1532 -0.4210 -7.1678
H -13.8687 -0.7891 -8.3700
C 9.0962 2.6095 2.1403
O 10.2585 1.8419 2.0390
C 10.1043 0.6121 1.2392
C 9.2173 -0.5203 1.9366
N 9.8847 -0.7174 3.2241
C 11.2019 -1.3250 3.2690
C 11.1069 -2.9057 3.3728
O 12.3559 -3.3904 3.6835
C 13.4019 -3.3319 2.6619
H 8.6327 2.7543 1.1644
H 9.3891 3.6247 2.4081
H 8.2600 2.2261 2.7249
H 11.0787 0.2102 0.9617
H 9.8558 0.7491 0.1868
H 9.0266 -1.4350 1.3754
H 8.2020 -0.1238 1.9496
H 10.1281 0.2244 3.4961
H 11.8103 -1.0556 4.1323
H 11.7685 -1.0555 2.3776
H 10.6019 -3.2791 2.4819
H 10.5129 -3.2340 4.2257
H 12.9692 -3.0263 1.7092
H 13.6571 -4.3858 2.5507
H 14.2363 -2.7022 2.9707
C -1.5590 10.3177 1.7537
C -0.6764 9.1934 1.2330
O -0.2916 8.2226 2.2215
H -1.9373 10.9198 0.9277
H -0.9981 11.0114 2.3799
H -2.4257 9.9666 2.3138
H 0.1644 9.6017 0.6722
H -1.1878 8.6171 0.4619
H -0.6812 7.3605 2.0586
C 1.8158 -0.6633 1.5042
C 1.0527 0.5508 2.0842
O 0.4624 1.4053 1.1220
H 2.5903 -0.3994 0.7841
H 1.1359 -1.3073 0.9463
H 2.2713 -1.2894 2.2714
H 1.7032 1.2220 2.6450
H 0.3213 0.2503 2.8344
H 0.0475 0.7729 0.5307
```

Calculated values
2S+1: 1
LUMO energy, eV: 0.31
Relative energy (zero: lowest compared OMol25 entry of this formula, charge and spin), kJ/mol: 538.7
Highest occupied orbital energy, eV: -8.620
Charge: 0
Max |F|, eV/A: 3.352
HOMO-LUMO gap, eV: 8.9

Löwdin population analysis, charges in e, atoms 1 to 99: -0.11, -0.17, -0.23, -0.47, -0.04, 0.02, 0.09, 0.09, 0.08, 0.12, 0.12, 0.13, 0.07, 0.07, 0.08, 0.08, 0.08, -0.13, -0.16, -0.24, -0.46, -0.04, 0.03, 0.08, 0.08, 0.09, 0.13, 0.12, 0.13, 0.08, 0.07, 0.07, 0.07, 0.08, -0.06, -0.20, -0.20, -0.46, -0.08, 0.01, 0.09, 0.07, 0.08, 0.11, 0.12, 0.12, 0.07, 0.08, 0.08, 0.08, 0.07, -0.11, -0.21, -0.18, -0.39, -0.08, 0.03, 0.09, 0.08, 0.08, 0.12, 0.11, 0.13, 0.07, 0.07, 0.08, 0.05, 0.06, -0.12, -0.21, -0.14, -0.21, -0.08, -0.21, -0.30, -0.17, -0.07, 0.08, 0.08, 0.08, 0.11, 0.11, 0.11, 0.11, 0.11, 0.11, 0.12, 0.11, 0.13, 0.08, 0.08, 0.09, -0.14, -0.19, -0.18, -0.16, -0.08, -0.19, -0.25



This record from the Open Molecules 2025 dataset describes C32H86NO12S as an isolated structure at a distorted geometry. The level of theory is wB97M-V/def2-TZVPD.

Structure (XYZ):
```
132
C32H86NO12S, DFT wB97M-V/def2-TZVPD
C 1.5464 -3.7278 2.5554
C 1.6097 -2.2745 2.0484
S 1.8541 -2.3487 0.2329
C 2.7708 -1.5998 2.7785
C 2.7555 -0.0703 2.7896
C 3.8468 0.3549 3.7738
C 3.1406 0.4985 1.4363
N 1.4628 0.4936 3.2308
O 1.3176 0.5184 4.5064
C 0.2831 -0.0661 2.5040
C -0.9670 0.3377 3.2922
C 0.1133 0.5318 1.0765
C 0.2877 -1.6006 2.4598
H 2.4206 -4.2410 2.1752
H 0.6716 -4.2241 2.1532
H 1.5329 -3.7290 3.6368
H 3.1502 -2.0169 0.1315
H 3.7325 -1.9269 2.3998
H 2.7244 -1.9195 3.8159
H 3.7488 -0.1299 4.7328
H 4.7837 0.0085 3.3454
H 3.9245 1.4320 3.8447
H 2.4000 0.1877 0.7220
H 4.1333 0.1797 1.1510
H 3.1440 1.5807 1.5105
H -1.1063 -0.2601 4.1813
H -0.9876 1.3997 3.4894
H -1.8077 0.1191 2.6432
H 0.0760 -0.2773 0.3636
H 0.8892 1.2409 0.8226
H -0.8212 1.0681 0.9480
H 0.0224 -1.9737 3.4459
H -0.4996 -1.9118 1.7792
C -2.6314 5.1170 1.6714
C -2.0174 3.7387 1.8239
O -2.0581 3.0281 0.5870
H -3.6653 5.0356 1.3305
H -2.6134 5.6639 2.6157
H -2.0876 5.6976 0.9238
H -2.5704 3.1473 2.5531
H -0.9778 3.8161 2.1619
H -1.5655 3.5499 -0.0634
C 2.0878 -4.9750 -3.5618
C 3.0232 -5.4140 -2.4515
O 3.6748 -4.2909 -1.8517
H 2.6383 -4.4266 -4.3284
H 1.6005 -5.8344 -4.0222
H 1.3169 -4.3051 -3.1724
H 3.8015 -6.0668 -2.8410
H 2.4754 -5.9624 -1.6818
H 2.9895 -3.7092 -1.4879
C -6.2611 2.5850 1.9853
C -5.9929 1.6452 0.8233
O -5.1050 2.2304 -0.1225
H -6.6886 3.5211 1.6243
H -6.9500 2.1401 2.7034
H -5.3362 2.8298 2.5040
H -6.9143 1.4112 0.2900
H -5.5620 0.7038 1.1880
H -4.2862 2.4310 0.3475
C -4.3384 -2.3798 2.1241
C -3.5829 -1.7101 0.9919
O -2.3923 -2.4268 0.6572
H -3.7057 -2.4569 3.0095
H -5.2366 -1.8170 2.3827
H -4.6346 -3.3938 1.8447
H -3.2743 -0.7073 1.2790
H -4.2145 -1.6281 0.1020
H -2.6521 -3.3114 0.3785
C 4.6826 -1.7171 -2.8724
C 4.8996 -2.6706 -4.0270
O 5.3592 -3.9348 -3.5587
H 5.6098 -1.5845 -2.3127
H 4.3371 -0.7402 -3.2140
H 3.9415 -2.1254 -2.1831
H 5.6524 -2.2884 -4.7156
H 3.9652 -2.8110 -4.5841
H 4.6862 -4.2707 -2.9488
C 2.0216 -9.7386 -5.1113
C 2.8492 -8.6363 -4.4786
O 2.3261 -8.2427 -3.2109
H 0.9895 -9.4114 -5.2387
H 2.4238 -10.0210 -6.0848
H 2.0065 -10.6247 -4.4722
H 2.8461 -7.7486 -5.1108
H 3.8864 -8.9604 -4.3471
H 2.3348 -9.0119 -2.6318
C -7.7139 4.3857 6.2821
C -6.5519 3.5075 5.8557
O -6.0466 3.8876 4.5774
H -8.5178 4.3340 5.5475
H -8.1048 4.0767 7.2525
H -7.4023 5.4304 6.3523
H -6.8695 2.4694 5.7685
H -5.7443 3.5570 6.5936
H -5.7488 4.8017 4.6411
C -3.9120 7.9737 -0.4507
C -3.4000 9.0191 0.5217
O -1.9960 8.8856 0.7432
H -3.7012 6.9734 -0.0760
H -4.9875 8.0715 -0.6049
H -3.4135 8.0695 -1.4188
H -3.8819 8.9090 1.4918
H -3.6093 10.0275 0.1495
H -1.5560 8.9978 -0.1060
C 2.2543 3.3179 -1.0607
C 2.4109 2.5388 -2.3585
O 2.9294 1.2562 -2.0363
H 3.2275 3.4048 -0.5771
H 1.8623 4.3236 -1.2270
H 1.5899 2.7992 -0.3638
H 3.1088 3.0365 -3.0295
H 1.4555 2.4262 -2.8830
H 2.2800 0.8529 -1.4489
C 5.0904 -5.5036 -5.9263
C 5.7814 -6.8514 -6.0184
O 5.7436 -7.3633 -7.3505
H 4.0530 -5.5860 -6.2563
H 5.1068 -5.1221 -4.9040
H 5.5815 -4.7733 -6.5736
H 5.2802 -7.5789 -5.3859
H 6.8222 -6.7739 -5.6890
H 6.1956 -6.7321 -7.9196
C -1.2739 6.7878 -0.8852
C -0.9961 5.7815 0.2160
O -1.9482 4.7157 0.2044
H -2.2771 7.2010 -0.7768
H -0.5522 7.6056 -0.8618
H -1.2232 6.3105 -1.8664
H -1.0652 6.2553 1.1950
H 0.0099 5.3615 0.1131
H -1.8926 4.2756 -0.6512
```

Calculated values
2S+1: 2
LUMO energy (alpha / beta), eV: 0.41 / 0.40
Relative energy (zero: lowest compared OMol25 entry of this formula, charge and spin), kJ/mol: 957.8
Highest occupied orbital energy (alpha / beta), eV: -8.287 / -8.757
<S²>: 0.754
Charge: 0
Max |F|, eV/A: 18.255
HOMO-LUMO gap (alpha / beta), eV: 8.7 / 9.2

Löwdin population analysis, charges in e, atoms 1 to 99: -0.10, -0.73, 0.87, -0.13, -0.49, -0.03, -0.05, -0.10, 0.00, -0.43, -0.03, -0.02, -0.13, 0.08, 0.08, 0.08, -0.09, 0.13, 0.13, 0.08, 0.09, 0.09, 0.01, 0.10, 0.09, 0.08, 0.08, 0.07, 0.05, 0.04, 0.06, 0.13, 0.10, -0.17, -0.22, -0.10, 0.12, 0.11, -0.07, 0.12, 0.13, -0.01, -0.05, -0.27, -0.14, 0.06, 0.07, 0.08, 0.11, 0.12, 0.00, -0.10, -0.31, -0.09, 0.08, 0.07, 0.05, 0.11, 0.09, 0.05, -0.08, -0.31, -0.10, 0.07, 0.07, 0.07, 0.09, 0.11, 0.09, -0.07, -0.30, -0.14, 0.09, 0.07, 0.04, 0.11, 0.10, -0.02, -0.08, -0.32, -0.09, 0.08, 0.08, 0.07, 0.10, 0.11, 0.09, -0.09, -0.31, -0.10, 0.08, 0.07, 0.07, 0.11, 0.11, 0.09, -0.10, -0.28, -0.09